Entry 1:
{
  "formula": "C4H10NOS",
  "method": "ωB97M-V/def2-TZVPD",
  "symbols": ["C", "C", "C", "S", "N", "C", "O", "H", "H", "H", "H", "H", "H", "H", "H", "H", "H"],
  "xyz": [[0.98342, 0.47331, -0.91521], [-0.15589, -0.22059, -0.21058], [0.01311, -1.72175, 0.07077], [1.01614, -2.59898, -1.33703], [-0.27852, 0.31792, 1.16723], [-1.02584, 1.72352, 1.13504], [-1.01909, 2.44168, 0.03397], [1.26791, 0.10926, -1.91168], [1.86758, 0.63076, -0.28737], [0.67805, 1.50859, -1.14270], [-1.07314, -0.11839, -0.77188], [-0.87278, -2.36876, 0.10158], [0.58196, -1.96292, 0.95331], [0.15455, -2.11413, -2.22649], [0.48160, 0.32400, 1.82524], [-0.55299, 2.14435, 2.09869], [-2.06608, 1.43216, 1.41710]],
  "atomic_forces_ev_per_a": [[0.4, 1.4, -1.3], [1.5, -0.7, 2.6], [1.0, -1.5, -1.8], [-0.6, 0.2, 0.9], [-2.7, 1.2, -1.4], [-0.1, -0.4, 0.9], [0.6, -0.3, 0.4], [0.1, -0.5, 0.3], [0.0, -0.6, 0.0], [-0.4, -0.3, 0.5], [-0.4, 0.5, 0.1], [-0.1, 0.8, 0.1], [0.3, 0.3, 0.3], [0.0, -0.1, -0.5], [0.8, -0.2, -0.8], [-0.3, 0.2, -0.6], [0.0, -0.1, 0.2]],
  "lowdin_charge": [-0.134, -0.483, -0.438, 0.571, -0.064, -0.543, -0.313, 0.035, 0.077, 0.061, 0.129, 0.051, 0.041, -0.177, 0.060, 0.070, 0.058],
  "gap_ha": 0.2141,
  "energy_ha": -686.5467,
  "charge": -1,
  "e_above_lowest_kcal_mol": 74.01,
  "homo_energy_ev": -2.6,
  "smiles": "C[C@@H](CS)NC[O-]"
}

=====

Entry 2:
{
  "formula": "C34H31BaN7O4S2Se",
  "method": "ωB97M-V/def2-TZVPD",
  "symbols": ["Ba", "C", "C", "N", "C", "C", "N", "C", "O", "O", "C", "O", "O", "H", "H", "H", "H", "H", "C", "C", "C", "C", "C", "C", "C", "C", "C", "C", "N", "C", "C", "C", "C", "C", "N", "H", "H", "H", "H", "H", "H", "H", "H", "H", "H", "H", "H", "H", "H", "H", "H", "H", "S", "C", "C", "C", "C", "C", "C", "S", "H", "H", "H", "H", "N", "C", "H", "Se", "N", "C", "C", "C", "C", "C", "C", "N", "H", "H", "H", "H"],
  "xyz": [[1.16740, -1.10593, -0.56055], [-2.67553, -2.55400, 2.08765], [-2.06055, -3.49367, 1.11294], [-0.98130, -3.28234, 0.38927], [-0.73401, -4.46052, -0.27275], [-1.69350, -5.39101, 0.04560], [-2.52529, -4.75045, 0.92072], [-1.97864, -6.80527, -0.29602], [-1.13914, -7.40464, -1.09616], [-2.98593, -7.33106, 0.14511], [0.51686, -4.66249, -1.06133], [0.69896, -5.76322, -1.62216], [1.34117, -3.70466, -1.04581], [-2.02693, -1.68979, 2.20103], [-2.76775, -3.03541, 3.06377], [-3.66545, -2.22827, 1.76415], [-3.31575, -5.19951, 1.34940], [-0.34376, -6.77016, -1.32528], [-0.02899, 3.93454, 3.20690], [0.31247, 3.46621, 1.79098], [-0.88839, 3.25226, 0.89409], [-1.55644, 4.37832, 0.41974], [-2.55210, 4.27880, -0.53519], [-2.85122, 3.03330, -1.06781], [-2.20591, 1.88832, -0.62635], [-2.50802, 0.56836, -1.28310], [-3.54587, -0.24385, -0.51223], [-1.26164, 1.98781, 0.40933], [-0.60570, 0.81913, 0.87225], [-0.65019, 0.60827, 2.14216], [0.06564, -0.39681, 2.86080], [-0.06073, -0.65601, 4.23638], [0.81118, -1.70969, 4.51182], [1.42710, -2.01913, 3.28660], [0.98883, -1.23715, 2.29100], [0.88000, 4.15255, 3.77296], [-0.58877, 3.17468, 3.75517], [-0.63911, 4.84099, 3.18006], [0.91653, 2.56112, 1.83534], [0.93975, 4.22514, 1.31489], [-1.24863, 5.35597, 0.78064], [-3.04978, 5.16740, -0.90580], [-3.56693, 2.94382, -1.87863], [-1.58592, -0.00685, -1.38804], [-2.85220, 0.75494, -2.30275], [-3.22107, -0.37938, 0.51838], [-3.69198, -1.23010, -0.96122], [-4.50784, 0.27665, -0.49563], [-1.28767, 1.24558, 2.76678], [-0.71017, -0.13220, 4.92513], [0.99222, -2.18695, 5.46414], [2.17224, -2.78334, 3.09962], [0.89079, 2.01878, -2.08864], [-0.22126, 1.76528, -3.43084], [-1.01044, 2.84517, -3.84651], [-1.97581, 2.72128, -4.83320], [-2.16194, 1.48447, -5.44332], [-1.37656, 0.40801, -5.06150], [-0.39300, 0.50481, -4.06320], [0.53443, -0.93163, -3.66233], [-0.86187, 3.79539, -3.34586], [-2.57729, 3.57873, -5.11674], [-2.91422, 1.35579, -6.21483], [-1.51573, -0.55834, -5.53177], [3.85826, -4.06845, -0.29586], [4.89123, -4.17398, 0.22446], [2.90256, -4.03654, -0.72645], [3.44942, 1.14452, -2.79787], [3.48141, 0.24824, -1.28984], [4.22141, 0.98546, -0.41934], [4.40846, 0.67867, 0.94469], [5.17534, 1.51635, 1.71808], [5.78308, 2.66424, 1.16989], [5.61576, 2.98517, -0.15669], [4.82940, 2.15133, -0.97406], [4.59391, 2.35083, -2.29929], [3.94007, -0.20004, 1.37422], [5.30998, 1.29433, 2.76978], [6.38179, 3.30314, 1.80859], [6.06925, 3.86867, -0.58959]],
  "atomic_forces_ev_per_a": [[-0.6, 0.4, 0.0], [0.0, 0.0, 0.0], [0.1, 0.0, 0.0], [0.0, 0.0, 0.0], [0.0, 0.0, 0.1], [0.1, 0.0, 0.0], [0.0, 0.0, 0.0], [-0.2, 0.2, -0.2], [0.3, 0.0, 0.0], [0.1, -0.1, 0.1], [0.1, 0.1, 0.0], [0.0, -0.1, 0.1], [0.0, -0.3, -0.1], [0.0, 0.0, 0.0], [0.0, 0.0, 0.0], [0.0, 0.0, 0.0], [-0.1, 0.0, 0.0], [-0.2, 0.0, -0.1], [0.0, 0.0, 0.0], [0.0, 0.0, 0.0], [0.0, 0.0, 0.0], [0.0, 0.0, 0.0], [0.0, 0.0, 0.0], [0.0, 0.0, 0.0], [0.0, 0.0, 0.0], [0.0, 0.0, 0.0], [0.0, 0.0, 0.0], [0.1, 0.1, -0.1], [0.0, -0.1, 0.0], [0.0, 0.0, 0.0], [0.1, 0.0, 0.1], [-0.1, 0.0, 0.0], [0.0, 0.0, 0.0], [0.0, 0.0, 0.0], [0.0, 0.1, -0.1], [0.0, 0.0, 0.0], [0.0, 0.0, 0.0], [0.0, 0.0, 0.0], [0.0, 0.0, 0.0], [0.0, 0.0, 0.0], [0.0, 0.0, 0.0], [0.0, 0.0, 0.0], [0.0, 0.0, 0.0], [0.0, 0.0, 0.0], [0.0, 0.0, 0.0], [0.0, 0.0, 0.0], [0.0, 0.0, 0.0], [0.0, 0.0, 0.0], [0.0, 0.0, 0.0], [0.0, 0.0, 0.0], [0.0, 0.0, 0.0], [0.0, 0.0, 0.0], [0.1, -0.1, -0.1], [0.0, -0.1, 0.0], [0.0, 0.0, 0.0], [0.0, 0.0, 0.0], [0.0, 0.0, 0.0], [0.0, 0.0, 0.0], [0.0, 0.1, 0.0], [0.1, 0.0, 0.1], [0.0, 0.0, 0.0], [0.0, 0.0, 0.0], [0.0, 0.0, 0.0], [0.0, 0.0, 0.0], [0.0, -0.1, 0.0], [0.0, 0.0, 0.0], [0.1, 0.1, 0.1], [-0.3, -0.1, -0.1], [0.2, -0.1, 0.2], [0.1, 0.0, 0.0], [0.0, 0.0, -0.1], [0.0, 0.0, 0.0], [0.0, 0.0, 0.0], [0.0, 0.0, 0.0], [-0.1, 0.0, 0.0], [0.1, 0.1, 0.0], [0.0, 0.0, 0.0], [0.0, 0.0, 0.0], [0.0, 0.0, 0.0], [0.0, 0.0, 0.0]],
  "lowdin_charge": [1.548, 0.001, -0.344, 0.146, -0.122, -0.088, 0.166, -0.510, 0.109, 0.055, -0.551, 0.039, -0.270, 0.056, 0.085, 0.073, 0.161, 0.060, -0.100, -0.200, -0.189, -0.062, -0.098, -0.060, -0.194, -0.197, -0.082, -0.233, 0.014, -0.151, -0.397, -0.099, -0.136, -0.221, -0.083, 0.066, 0.058, 0.061, 0.103, 0.115, 0.105, 0.090, 0.111, 0.060, 0.111, 0.045, 0.075, 0.072, 0.127, 0.085, 0.067, 0.088, 0.474, -0.706, -0.169, -0.143, -0.141, -0.170, -0.775, 0.317, 0.084, 0.080, 0.080, 0.077, 0.035, -0.135, 0.012, 1.030, -0.449, -0.410, -0.043, -0.115, -0.127, -0.056, -0.409, -0.276, 0.096, 0.091, 0.083, 0.098],
  "gap_ha": 0.2070,
  "energy_ha": -5222.0550,
  "charge": -2,
  "e_above_lowest_kcal_mol": 13.99,
  "homo_energy_ev": -1.6
}

=====

Entry 3:
{
  "formula": "C28H32N2O7PtSe2Te3",
  "method": "ωB97M-V/def2-TZVPD",
  "symbols": ["Pt", "O", "C", "C", "O", "C", "C", "O", "C", "O", "O", "Se", "Te", "Te", "Se", "C", "N", "C", "C", "O", "H", "H", "H", "H", "H", "H", "H", "C", "C", "O", "N", "Te", "C", "C", "C", "C", "C", "C", "C", "C", "C", "C", "C", "C", "C", "C", "C", "C", "C", "C", "H", "H", "H", "H", "H", "H", "H", "H", "H", "H", "H", "H", "H", "H", "H", "H", "H", "H", "H", "H", "H", "H", "H", "H", "H"],
  "xyz": [[-1.55832, 0.86158, -1.55322], [-0.02228, 6.24492, 0.62995], [-0.50438, 5.25042, 0.15295], [-1.35887, 5.36500, -1.11624], [-1.03149, 6.18113, -1.93873], [-2.68565, 4.59880, -1.37796], [-1.39944, 2.91139, 0.84229], [-1.23624, 1.73692, 1.06180], [-0.20865, 3.88389, 0.75963], [0.84815, 3.62871, 1.27110], [-3.22152, 4.72379, -2.44266], [-0.02675, 2.83781, -1.87329], [-0.23116, 3.80501, -4.19406], [-1.81445, 1.99388, -5.25099], [-3.01084, 0.54474, -3.35469], [-3.51123, 2.87895, 3.02675], [-3.79610, 2.94756, 1.60718], [-4.26914, 1.67575, 1.06860], [-2.77672, 3.61669, 0.87687], [-3.27191, 3.83219, -0.43265], [-4.41478, 2.56426, 3.55023], [-3.23085, 3.86626, 3.40222], [-2.71114, 2.16757, 3.27275], [-5.27704, 1.50242, 1.45246], [-3.62367, 0.83741, 1.34614], [-4.32021, 1.72438, -0.01605], [-2.61346, 4.58297, 1.38363], [-4.10162, -2.27746, -0.18281], [-3.52791, -1.15532, -1.01673], [-4.30644, -0.74517, -1.97152], [-2.35847, -0.71424, -0.71939], [-0.21623, -1.99959, 0.74049], [1.63127, -2.66065, 1.62075], [1.95366, -2.26528, 2.92537], [1.03806, -1.41599, 3.77116], [3.17792, -2.64226, 3.47535], [4.09103, -3.40955, 2.77070], [5.41102, -3.80788, 3.37447], [3.74523, -3.81766, 1.48968], [2.53330, -3.46338, 0.90705], [2.24381, -3.94854, -0.48728], [0.72947, -1.15628, -0.96499], [1.66969, -0.12868, -0.79300], [1.98770, 0.48443, 0.54311], [2.32357, 0.37998, -1.91323], [2.04353, -0.06620, -3.19291], [2.69158, 0.55921, -4.39629], [1.10469, -1.07687, -3.34021], [0.44726, -1.64061, -2.25301], [-0.55361, -2.72452, -2.54009], [-5.16364, -2.10969, -0.00629], [-3.56856, -2.35996, 0.76195], [-3.99574, -3.21667, -0.72999], [-0.00703, -1.70175, 3.67055], [1.10662, -0.36524, 3.47974], [1.31618, -1.49491, 4.82274], [3.41809, -2.32466, 4.48496], [5.54658, -3.35500, 4.35635], [6.24286, -3.49547, 2.74077], [5.47953, -4.89148, 3.49144], [4.43798, -4.43288, 0.92376], [2.89632, -4.78319, -0.74440], [2.39941, -3.15412, -1.22064], [1.20488, -4.26858, -0.58323], [1.07884, 0.64695, 1.12469], [2.47538, 1.44957, 0.40684], [2.64904, -0.15995, 1.12789], [3.03326, 1.18838, -1.77559], [3.52328, 1.20090, -4.10616], [1.97060, 1.17529, -4.93951], [3.06538, -0.20034, -5.08501], [0.86168, -1.43616, -4.33565], [-0.21644, -3.33133, -3.38183], [-1.51735, -2.28112, -2.80566], [-0.71749, -3.37045, -1.67836]],
  "atomic_forces_ev_per_a": [[-0.1, -0.4, 0.1], [-0.1, -0.2, -0.1], [0.2, 0.3, 0.1], [-0.1, 0.2, -0.2], [-0.1, 0.0, 0.1], [-0.2, -0.2, -0.5], [0.0, -0.1, 0.1], [0.0, 0.2, 0.0], [0.0, -0.2, 0.0], [-0.1, 0.0, 0.0], [0.2, 0.0, 0.6], [-0.1, 0.0, -0.2], [-0.1, -0.2, 0.3], [-0.1, 0.0, 0.0], [-0.2, -0.1, 0.5], [0.0, 0.0, 0.0], [0.0, 0.0, 0.1], [0.0, -0.1, 0.0], [0.2, 0.0, 0.1], [-0.1, 0.1, -0.3], [0.0, 0.0, 0.0], [0.0, 0.0, 0.0], [0.0, 0.0, 0.0], [0.0, 0.0, 0.0], [0.0, 0.0, 0.0], [0.0, 0.0, 0.0], [0.0, 0.0, 0.0], [0.1, -0.1, 0.1], [-0.8, 0.2, -0.4], [0.8, 0.2, -0.2], [0.4, 0.5, -0.1], [0.0, 0.1, 0.1], [0.0, 0.1, 0.0], [0.0, 0.0, 0.0], [0.0, 0.0, 0.0], [0.0, 0.0, 0.0], [0.0, 0.0, 0.0], [0.0, 0.0, 0.0], [0.0, 0.0, 0.0], [0.0, 0.0, -0.1], [0.0, 0.0, 0.0], [0.0, 0.0, 0.1], [0.0, 0.0, 0.0], [0.0, 0.0, 0.0], [0.0, 0.0, 0.0], [0.0, 0.0, 0.0], [0.0, 0.0, 0.0], [0.0, 0.0, 0.0], [-0.1, 0.0, -0.1], [-0.1, 0.0, 0.0], [0.0, 0.1, 0.0], [0.0, -0.1, 0.0], [0.0, 0.0, 0.0], [0.0, 0.0, 0.0], [0.0, 0.0, 0.0], [0.0, 0.0, 0.0], [0.0, 0.0, 0.0], [0.0, 0.0, 0.0], [0.0, 0.0, 0.0], [0.0, 0.0, 0.0], [0.0, 0.0, 0.0], [0.0, 0.0, 0.0], [0.0, 0.0, 0.0], [0.0, 0.0, 0.0], [0.0, 0.0, 0.0], [0.0, 0.0, 0.0], [0.0, 0.0, 0.0], [0.0, 0.0, 0.0], [0.0, 0.0, 0.0], [0.0, 0.0, 0.0], [0.0, 0.0, 0.0], [0.0, 0.0, 0.0], [0.0, 0.0, 0.0], [0.0, 0.0, 0.0], [0.0, 0.0, 0.0]],
  "lowdin_spin": [0.037, 0.007, 0.003, 0.013, 0.011, 0.004, 0.003, 0.000, 0.004, 0.005, 0.001, 0.007, 0.187, 0.493, 0.207, 0.000, 0.000, 0.000, 0.000, 0.002, 0.000, 0.000, 0.000, 0.000, 0.000, 0.000, 0.000, 0.000, 0.000, 0.011, -0.006, 0.000, 0.000, 0.000, 0.000, 0.000, 0.000, 0.000, 0.000, 0.000, 0.000, 0.001, 0.000, 0.000, 0.000, 0.001, 0.001, 0.000, 0.001, 0.001, 0.000, 0.000, 0.000, 0.000, 0.000, 0.000, 0.000, 0.000, 0.000, 0.000, 0.000, 0.000, 0.000, 0.000, 0.000, 0.000, 0.000, 0.000, 0.000, 0.002, 0.000, 0.000, 0.000, 0.002, 0.000],
  "multiplicity": 2,
  "gap_ha": [0.2188, 0.1907],
  "energy_ha": -7448.6285,
  "charge": -1,
  "e_above_lowest_kcal_mol": 31.79,
  "homo_energy_ev": [-4.8, -5.0]
}

=====

Entry 4:
{
  "formula": "C4H8F12LiN2O12S4",
  "method": "ωB97M-V/def2-TZVPD",
  "symbols": ["Li", "C", "F", "F", "F", "S", "O", "O", "N", "S", "O", "O", "C", "F", "F", "F", "C", "F", "F", "F", "S", "O", "O", "N", "S", "O", "O", "C", "F", "F", "F", "O", "H", "H", "O", "H", "H", "O", "H", "H", "O", "H", "H"],
  "xyz": [[-0.19147, -0.44778, 0.90244], [0.51961, 1.64520, -3.13353], [1.70359, 1.16795, -3.48303], [0.68811, 2.51328, -2.15075], [-0.04765, 2.24698, -4.15690], [-0.55235, 0.21127, -2.50957], [-0.06591, -0.95744, -3.17466], [-0.39663, 0.21159, -1.06612], [-2.17611, 0.74161, -2.76466], [-2.86470, -0.54268, -3.34945], [-2.40349, -0.78684, -4.70395], [-3.00433, -1.70561, -2.50560], [-4.68498, 0.08205, -3.46261], [-5.27960, -0.58906, -4.46771], [-5.32010, -0.13638, -2.32577], [-4.70444, 1.36977, -3.81876], [2.81310, -0.53793, 4.15262], [2.83968, -1.24769, 5.26106], [2.45856, 0.71532, 4.33913], [4.03438, -0.57930, 3.65798], [1.52907, -1.32118, 2.94096], [1.80578, -2.74161, 2.83660], [0.24064, -1.08260, 3.55144], [1.69453, -0.41181, 1.48905], [2.86086, -1.13894, 0.57333], [3.88474, -1.82900, 1.28602], [2.22139, -1.68243, -0.58095], [3.64918, 0.48905, -0.00919], [3.86848, 1.31940, 1.00463], [4.78664, 0.29228, -0.63616], [2.78713, 1.09145, -0.79295], [-2.10581, 2.13797, 0.27770], [-1.20446, 2.19600, 0.62255], [-2.66234, 2.37016, 1.02658], [0.50447, 2.15092, 1.45285], [0.84347, 1.23520, 1.42254], [1.13928, 2.62799, 1.99560], [-0.85457, -2.31023, 0.99892], [-1.32228, -2.87721, 1.61753], [-0.79085, -2.82586, 0.18167], [-2.02297, -0.13953, 2.17682], [-1.61611, -0.02297, 3.04751], [-2.60156, -0.90134, 2.27678]],
  "atomic_forces_ev_per_a": [[-1.3, -0.2, -0.8], [-0.8, -0.6, 0.7], [0.2, -0.1, -0.2], [0.0, 0.4, 0.2], [0.0, 0.2, -0.5], [-2.0, 0.8, 1.5], [-0.1, 0.3, -0.4], [0.7, 0.2, 0.1], [3.3, -1.0, 0.6], [-1.3, -0.6, -2.0], [-0.9, -0.1, 0.3], [0.1, 0.2, 0.3], [2.0, -0.3, -1.1], [-0.2, -0.1, 0.5], [-0.4, 0.3, -0.1], [-0.4, 0.1, 0.5], [-0.3, -1.2, -1.7], [-0.6, 0.1, 0.7], [-0.1, 0.5, 0.6], [0.3, 0.3, -0.3], [0.0, -1.0, -0.3], [0.5, 1.5, -0.2], [0.4, 1.3, -0.2], [0.5, -2.5, 3.0], [-0.1, 1.7, -1.1], [0.0, -0.1, 0.0], [0.3, -0.3, -0.1], [-0.9, -0.6, 0.6], [0.4, 0.1, 0.8], [0.5, -0.3, -0.4], [-0.4, 0.2, -0.9], [-0.2, 0.3, 0.0], [0.0, 0.1, 0.0], [0.0, -0.1, 0.0], [-0.1, -0.2, 0.1], [0.5, 0.7, 0.1], [0.0, 0.0, 0.0], [0.1, -0.4, -0.6], [0.2, 0.1, 0.1], [0.0, 0.2, 0.0], [0.1, 0.4, 0.3], [0.0, -0.1, -0.1], [0.0, 0.0, -0.2]],
  "lowdin_charge": [0.625, -0.687, 0.147, 0.144, 0.156, 0.673, -0.278, -0.376, -0.272, 0.540, -0.327, -0.322, -0.653, 0.105, 0.140, 0.116, -0.686, 0.161, 0.154, 0.149, 0.671, -0.286, -0.315, -0.378, 0.616, -0.273, -0.256, -0.696, 0.132, 0.166, 0.149, -0.076, -0.028, 0.025, -0.057, -0.032, 0.056, -0.091, 0.065, 0.084, -0.077, 0.035, 0.051],
  "gap_ha": 0.3024,
  "energy_ha": -3968.4162,
  "charge": -1,
  "e_above_lowest_kcal_mol": 36.42,
  "homo_energy_ev": -6.3
}